{"formula": "C18H63BBrN26O14", "method": "ωB97M-V/def2-TZVPD", "species": ["C", "C", "N", "C", "C", "B", "N", "O", "Br", "C", "C", "O", "H", "H", "H", "H", "H", "H", "H", "H", "H", "H", "H", "H", "H", "H", "H", "C", "O", "N", "N", "H", "H", "H", "H", "C", "O", "N", "N", "H", "H", "H", "H", "C", "O", "N", "N", "H", "H", "H", "H", "C", "O", "N", "N", "H", "H", "H", "H", "C", "O", "N", "N", "H", "H", "H", "H", "C", "O", "N", "N", "H", "H", "H", "H", "C", "O", "N", "N", "H", "H", "H", "H", "C", "O", "N", "N", "H", "H", "H", "H", "C", "O", "N", "N", "H", "H", "H", "H", "C", "O", "N", "N", "H", "H", "H", "H", "C", "O", "N", "N", "H", "H", "H", "H", "C", "O", "N", "N", "H", "H", "H", "H"], "coordinates": [[-1.48712, 4.70562, -5.79242], [-1.40894, 3.22720, -6.24517], [-0.77190, 2.28487, -5.34949], [0.56392, 2.65324, -4.86257], [1.67998, 1.65210, -5.19265], [1.72091, 1.00976, -6.68045], [1.66361, 2.02048, -7.83593], [0.77544, -0.07123, -6.85925], [3.64448, 0.06891, -6.77151], [-1.54252, 1.85472, -4.24578], [-2.28499, 2.81502, -3.35123], [-1.55210, 0.66572, -3.92541], [-0.77472, 5.33594, -6.29897], [-2.48624, 5.07332, -5.97473], [-1.32168, 4.82355, -4.73520], [-2.41592, 2.87950, -6.42868], [-0.90903, 3.19073, -7.19975], [0.50599, 2.60529, -3.77589], [0.90900, 3.61118, -5.22671], [1.67330, 0.83647, -4.49069], [2.60173, 2.21512, -5.06353], [2.51076, 2.04132, -8.37968], [1.52629, 2.96936, -7.51554], [0.20741, 0.20491, -7.57679], [-1.63892, 3.33225, -2.66813], [-2.98176, 2.22335, -2.78077], [-2.86188, 3.55742, -3.87272], [-3.76170, 5.18663, -0.83185], [-2.81652, 4.97192, -1.57131], [-4.32158, 4.11572, -0.20794], [-4.27245, 6.43158, -0.56170], [-5.06330, 4.14840, 0.46330], [-3.88624, 3.23596, -0.42513], [-3.84193, 7.21171, -1.01796], [-5.04146, 6.59110, 0.05823], [4.51531, -0.43902, -2.64324], [3.37715, -0.04271, -2.83881], [5.36936, -0.80908, -3.64386], [5.01519, -0.55551, -1.36930], [6.29341, -1.14575, -3.45477], [5.06922, -0.74184, -4.61467], [4.39522, -0.29091, -0.62939], [5.93783, -0.88153, -1.12832], [2.19712, 3.02012, -0.03905], [2.64278, 2.31508, 0.86011], [2.31343, 2.70528, -1.35636], [1.52729, 4.18946, 0.22370], [1.93922, 3.27111, -2.09541], [2.78714, 1.85091, -1.59980], [1.41756, 4.44993, 1.18341], [1.14444, 4.77918, -0.48989], [-1.10076, 1.91528, 0.49516], [-2.30797, 2.01462, 0.71603], [-0.60149, 1.76002, -0.76139], [-0.17834, 1.96662, 1.50063], [0.37975, 1.69457, -0.96303], [-1.25472, 1.73594, -1.52779], [-0.52329, 2.08802, 2.43490], [0.81000, 1.89823, 1.34492], [-3.75517, -0.42772, 3.36229], [-3.58706, 0.52725, 4.11319], [-3.39975, -0.40740, 2.05262], [-4.31479, -1.59671, 3.81018], [-3.52357, -1.19017, 1.44011], [-2.98406, 0.43922, 1.68281], [-4.58342, -1.63615, 4.77460], [-4.46595, -2.39576, 3.22631], [-2.17511, -4.42158, 0.56003], [-2.01757, -5.63919, 0.53573], [-2.02031, -3.62478, -0.52354], [-2.52075, -3.75890, 1.71618], [-2.15347, -2.63393, -0.47531], [-1.75185, -4.01794, -1.42293], [-2.63251, -4.30205, 2.54975], [-2.64771, -2.76812, 1.76543], [6.86594, -2.10716, 1.46118], [7.20292, -1.81039, 0.32316], [7.73509, -2.66308, 2.36226], [5.59516, -1.90948, 1.90913], [7.47465, -2.91699, 3.29497], [8.67447, -2.82170, 2.05502], [4.94410, -1.51617, 1.25850], [5.27119, -2.13542, 2.83567], [2.65294, -1.16117, 4.17968], [3.38437, -2.14144, 4.15945], [1.31093, -1.25229, 3.93485], [3.12054, 0.09633, 4.43773], [0.69198, -0.46527, 3.94000], [0.94051, -2.16177, 3.73313], [4.10194, 0.19530, 4.61065], [2.54142, 0.91320, 4.44572], [-5.12640, 2.91037, 6.41985], [-4.24353, 2.42851, 7.10608], [-5.32697, 2.58116, 5.11041], [-6.00756, 3.84340, 6.92905], [-6.05845, 2.98545, 4.55958], [-4.70704, 1.89666, 4.67893], [-5.88971, 4.10826, 7.88685], [-6.74405, 4.25927, 6.39442], [0.37722, -3.67236, -3.23347], [-0.83668, -3.72976, -3.06400], [1.03145, -4.54436, -4.05649], [1.16349, -2.75768, -2.60827], [2.01873, -4.51409, -4.21897], [0.47752, -5.22871, -4.53176], [0.70572, -2.10384, -2.00477], [2.15613, -2.68962, -2.72868], [1.15467, -7.01593, 3.12536], [2.00216, -7.80211, 3.52836], [1.17531, -5.68692, 3.46264], [0.12499, -7.38705, 2.31480], [0.48915, -5.01953, 3.15456], [1.92482, -5.38133, 4.04938], [0.07821, -8.35056, 2.04945], [-0.57663, -6.75007, 1.96894], [-0.87206, -3.37853, 5.62871], [-0.85973, -3.35943, 4.40742], [0.23662, -3.67616, 6.37048], [-2.00179, -3.10153, 6.35063], [0.24493, -3.69875, 7.37125], [1.07802, -3.89168, 5.87284], [-2.83134, -2.87799, 5.83695], [-2.03705, -3.11087, 7.35112]], "forces_ev_per_angstrom": [[-0.1, -0.4, 0.0], [-0.1, 0.6, 0.4], [-0.3, 0.5, 0.2], [0.8, -1.7, -0.2], [0.0, 0.2, -0.7], [-1.2, 0.3, 0.0], [-0.1, 0.0, 0.1], [0.3, 0.2, 0.2], [1.0, -0.4, -0.1], [-0.1, -2.1, 0.3], [-0.5, -0.4, -0.7], [0.2, 1.6, -0.2], [0.2, 0.2, -0.3], [-0.3, 0.3, -0.2], [0.2, 0.0, 0.4], [-0.3, -0.3, 0.0], [0.3, -0.2, -0.4], [0.1, 0.8, 0.4], [-0.5, 0.6, 0.0], [0.0, -0.3, 0.4], [0.4, 0.0, 0.3], [0.1, -0.1, -0.2], [0.0, 0.1, 0.1], [-0.1, 0.0, -0.3], [0.4, 0.4, 0.1], [-0.2, -0.2, 0.4], [-0.1, 0.4, -0.3], [0.1, -0.8, 0.4], [0.2, 1.1, -0.3], [-0.6, 0.3, 0.0], [0.1, -0.2, -0.2], [0.0, 0.1, 0.0], [0.1, -0.1, 0.3], [0.0, 0.0, 0.0], [0.0, -0.1, 0.0], [0.6, -0.3, 0.1], [-0.4, 0.2, 0.1], [-0.3, 0.0, -0.2], [0.1, 0.0, -0.2], [0.0, 0.0, 0.1], [-0.2, 0.2, 0.3], [-0.1, 0.1, 0.0], [0.0, -0.1, 0.1], [0.1, 1.0, -0.7], [-0.1, -0.3, 0.2], [0.0, -0.2, 0.4], [0.4, -0.3, 0.0], [0.0, 0.0, -0.1], [0.2, -0.3, -0.3], [-0.1, 0.0, 0.1], [-0.1, 0.0, -0.1], [0.8, 0.1, -0.3], [-0.5, -0.2, 0.1], [-0.4, 0.0, 0.4], [-0.7, -0.2, 0.1], [0.0, -0.1, 0.0], [0.1, -0.2, 0.1], [-0.1, 0.0, 0.0], [0.3, -0.1, 0.0], [0.1, -0.1, -0.1], [0.0, -0.2, -0.2], [0.1, 0.1, 0.2], [0.0, 0.0, 0.1], [-0.3, 0.1, 0.0], [0.0, 0.2, -0.2], [-0.1, 0.1, 0.0], [0.0, -0.1, -0.1], [0.0, 0.2, -0.2], [0.1, 0.1, 0.3], [-0.1, -0.4, 0.0], [-0.3, -0.3, 0.0], [0.0, 0.1, -0.1], [0.1, 0.2, 0.1], [0.2, 0.0, 0.1], [0.4, 0.0, 0.1], [-0.4, 0.0, 0.1], [0.3, 0.0, -0.1], [0.0, 0.1, -0.1], [0.3, 0.0, 0.2], [-0.1, 0.0, 0.0], [0.0, 0.0, 0.0], [-0.1, -0.1, 0.0], [-0.2, 0.0, 0.0], [-0.7, 0.4, -0.2], [0.3, -0.2, 0.1], [0.6, 0.0, 0.1], [0.1, -0.1, 0.1], [0.0, 0.0, 0.0], [-0.3, -0.1, 0.0], [0.0, 0.0, 0.0], [0.0, 0.0, -0.1], [-0.1, 0.0, -0.2], [0.0, 0.0, 0.1], [0.2, -0.1, 0.1], [0.1, -0.1, 0.0], [0.0, 0.1, 0.0], [-0.1, 0.1, 0.2], [0.0, 0.0, 0.0], [0.0, 0.0, 0.0], [0.4, 0.1, 0.0], [0.0, -0.1, -0.1], [-0.1, -0.1, 0.1], [-0.2, -0.3, 0.2], [0.0, 0.1, -0.1], [-0.1, 0.0, -0.1], [0.0, 0.2, -0.1], [0.0, 0.2, -0.2], [0.0, 0.1, 0.0], [-0.1, 0.0, 0.0], [-0.1, -0.1, 0.0], [-0.1, 0.1, 0.1], [0.0, 0.0, 0.1], [0.2, 0.0, -0.1], [0.0, -0.1, 0.0], [0.0, 0.0, -0.2], [0.1, 0.0, 0.6], [0.0, 0.0, -0.3], [-0.2, 0.1, -0.2], [0.1, -0.1, -0.1], [0.0, 0.0, 0.0], [0.1, 0.0, 0.0], [0.0, 0.1, -0.1], [0.1, 0.0, 0.0]], "fmax_ev_per_a": 2.14, "e_lumo_ev": 1.6, "total_charge": -1}